No. 1
{"formula": "C9H11O2P", "method": "ωB97M-V with the def2-TZVPD basis set", "symbols": ["C", "C", "C", "C", "C", "C", "C", "C", "C", "O", "O", "P", "H", "H", "H", "H", "H", "H", "H", "H", "H", "H", "H"], "coordinates": [[0.481756, -0.150701, -1.353912], [1.340294, 0.789820, -0.877922], [-0.656594, 0.183312, -2.077424], [1.135771, 2.124075, -1.336647], [-0.853129, 1.465601, -2.529948], [0.014256, 2.477018, -2.063085], [-2.334388, -1.527126, 0.559170], [-1.331528, -1.756451, 1.429242], [1.903814, -1.252141, 3.208213], [0.073296, 0.573814, 1.771260], [0.998399, -1.788884, 2.455251], [0.203891, -0.806980, 1.298752], [0.606884, -1.177412, -1.085439], [2.129198, 0.467622, -0.071625], [-1.300278, -0.559149, -2.469660], [1.627243, 2.993336, -0.872278], [-1.729385, 1.737459, -3.125452], [-3.234975, -2.018326, 0.477559], [-2.187673, -0.691394, -0.160153], [-1.358314, -2.500799, 2.281130], [2.729330, -1.847072, 3.478053], [1.821760, -0.211299, 3.465898], [-0.079630, 3.475678, -2.400981]], "forces_ev_per_a": [[-0.8, -0.6, -0.1], [1.7, 1.3, 0.7], [0.6, 0.5, -1.2], [-0.1, 0.2, 2.1], [-0.2, 1.3, 0.8], [0.3, -1.9, -1.0], [3.1, 1.9, 0.1], [-1.3, -0.8, -0.2], [1.8, 1.9, 1.5], [0.0, 1.0, 0.1], [-2.6, -0.9, -2.8], [-0.2, -1.6, 2.6], [0.2, -0.6, -0.1], [-1.3, 1.0, -2.0], [-0.5, -0.9, 0.0], [0.5, -0.8, -0.4], [0.3, -0.2, 0.1], [-1.9, -1.2, 0.3], [-0.1, -0.8, 0.4], [0.0, 0.8, -1.3], [0.8, -0.6, 0.4], [0.1, 0.2, 0.1], [-0.3, 0.9, -0.1]], "nbo_charge": [-0.255, -0.190, -0.231, -0.211, -0.202, -0.197, -0.314, -0.595, -0.082, -1.009, -0.774, 1.779, 0.217, 0.232, 0.213, 0.219, 0.215, 0.203, 0.204, 0.255, 0.150, 0.159, 0.213], "homo_energy_ev": [-6.87, -9.47], "spin_multiplicity": 3}

=====

No. 2
{"formula": "C31H32N6O5S5Ti", "method": "ωB97M-V with the def2-TZVPD basis set", "symbols": ["Ti", "C", "N", "C", "C", "N", "C", "C", "C", "C", "C", "C", "C", "S", "C", "C", "C", "C", "C", "C", "S", "H", "H", "H", "H", "H", "H", "H", "H", "H", "H", "H", "H", "H", "H", "H", "H", "H", "H", "N", "C", "C", "C", "C", "C", "C", "S", "O", "O", "N", "C", "S", "C", "C", "N", "H", "H", "H", "H", "H", "H", "H", "H", "N", "C", "C", "C", "C", "C", "C", "S", "O", "O", "O", "H", "H", "H", "H", "H", "H"], "coordinates": [[0.782095, 0.929480, 0.208993], [1.746835, 2.934717, -1.975925], [1.299858, 3.014224, -0.561915], [0.086165, 3.839339, -0.429756], [-1.102033, 3.093782, -0.985929], [-1.332471, 1.822112, -0.259524], [-2.135887, 0.935256, -1.134998], [-2.027932, 2.086345, 1.009689], [-3.382952, 2.403698, 0.982865], [-4.087115, 2.650262, 2.147377], [-3.424837, 2.572447, 3.366728], [-2.076031, 2.275879, 3.399556], [-1.339401, 2.044747, 2.229125], [0.386386, 1.739413, 2.391861], [2.417133, 3.485880, 0.254768], [2.561680, 4.824039, 0.583274], [3.644038, 5.242634, 1.345443], [4.583851, 4.314064, 1.764721], [4.443846, 2.977269, 1.425267], [3.360191, 2.536828, 0.669166], [3.185867, 0.846286, 0.204306], [2.685986, 2.388588, -2.009594], [1.881730, 3.942215, -2.382482], [1.020114, 2.390226, -2.577206], [0.194579, 4.790822, -0.964079], [-0.060864, 4.050360, 0.630294], [-0.940404, 2.845662, -2.035740], [-1.998030, 3.721204, -0.935474], [-2.466572, 0.067264, -0.570676], [-1.511184, 0.600498, -1.959888], [-3.007518, 1.456042, -1.541197], [-3.904294, 2.447158, 0.035260], [-5.141728, 2.890481, 2.103022], [-3.958168, 2.741917, 4.293792], [-1.554283, 2.211727, 4.345484], [1.828586, 5.550749, 0.259763], [3.746866, 6.286420, 1.611439], [5.428782, 4.626149, 2.365381], [5.171444, 2.248951, 1.759009], [-6.540203, -1.731155, -0.163110], [-5.201840, -1.778929, 0.212642], [-4.733791, -0.998105, 1.271885], [-3.410647, -1.071316, 1.666972], [-2.537829, -1.933310, 1.015242], [-2.998801, -2.737754, -0.019750], [-4.318315, -2.654243, -0.423738], [-0.835386, -1.964060, 1.476723], [-0.733850, -1.385870, 2.783452], [-0.364292, -3.303324, 1.244269], [-0.104643, -0.954769, 0.435493], [0.235849, -1.362287, -0.838575], [0.315862, -2.910879, -1.564024], [0.998515, -2.185781, -2.971172], [1.159814, -0.859495, -2.795285], [0.693193, -0.371765, -1.590416], [-7.033412, -0.889819, 0.085362], [-6.743377, -2.042531, -1.098476], [-5.410526, -0.326571, 1.787155], [-3.047881, -0.460696, 2.485257], [-2.328929, -3.435285, -0.503829], [-4.675147, -3.285441, -1.229200], [1.276690, -2.842470, -3.781836], [1.606661, -0.177620, -3.503435], [2.992645, -2.627411, 1.918968], [3.063333, -3.359875, 0.717440], [2.524020, -4.643901, 0.632719], [2.526875, -5.327448, -0.570351], [3.072593, -4.753233, -1.711665], [3.690009, -3.516054, -1.609997], [3.693756, -2.825963, -0.405957], [2.733221, -5.470984, -3.311402], [1.319389, -5.115951, -3.523089], [3.628635, -4.793104, -4.237633], [2.947255, -6.899644, -3.167616], [2.185434, -2.888980, 2.470105], [2.958483, -1.631095, 1.735790], [2.044161, -5.079047, 1.501542], [2.057631, -6.300631, -0.647605], [4.132831, -3.080507, -2.496573], [4.157693, -1.847870, -0.338499]], "forces_ev_per_a": [[-0.1, 0.0, 0.0], [0.0, 0.0, 0.0], [0.1, -0.1, -0.1], [0.0, 0.0, 0.0], [-0.1, -0.1, 0.0], [0.0, 0.1, 0.0], [0.0, 0.0, 0.0], [0.0, 0.0, 0.0], [0.0, 0.0, 0.0], [0.0, 0.0, 0.0], [0.0, 0.0, 0.0], [0.0, 0.0, 0.0], [0.0, 0.0, 0.0], [0.0, 0.0, -0.1], [0.0, 0.0, 0.0], [0.0, 0.0, 0.0], [0.0, 0.0, 0.0], [0.0, 0.0, 0.0], [0.0, 0.0, 0.0], [0.0, 0.0, 0.0], [0.0, 0.0, 0.1], [0.0, 0.0, 0.0], [0.0, 0.0, 0.0], [0.0, 0.0, 0.0], [0.0, 0.0, 0.0], [0.0, 0.0, 0.0], [0.0, 0.0, 0.0], [0.0, 0.0, 0.0], [0.0, 0.0, 0.0], [0.0, 0.0, 0.0], [0.0, 0.0, 0.0], [0.0, 0.0, 0.0], [0.0, 0.0, 0.0], [0.0, 0.0, 0.0], [0.0, 0.0, 0.0], [0.0, 0.0, 0.0], [0.0, 0.0, 0.0], [0.0, 0.0, 0.0], [0.0, 0.0, 0.0], [-0.1, 0.0, 0.0], [0.1, 0.0, 0.0], [0.0, 0.0, 0.0], [0.0, 0.0, 0.0], [0.0, 0.1, 0.1], [0.0, 0.0, 0.0], [0.0, 0.0, 0.0], [0.0, -0.1, 0.1], [0.0, 0.0, 0.0], [0.0, 0.0, 0.0], [-0.1, -0.2, 0.1], [0.1, 0.1, 0.1], [0.0, 0.0, -0.1], [0.0, 0.0, 0.0], [-0.1, 0.1, -0.1], [0.1, -0.1, 0.0], [0.0, 0.0, 0.0], [0.0, 0.0, 0.0], [0.0, 0.0, 0.0], [0.0, 0.0, 0.0], [0.0, 0.0, 0.0], [0.0, 0.0, 0.0], [0.0, 0.1, 0.0], [0.0, 0.0, 0.0], [-0.1, 0.0, -0.2], [0.0, 0.0, 0.0], [0.0, 0.0, 0.0], [0.0, 0.0, 0.0], [0.0, 0.1, 0.0], [0.0, 0.0, 0.0], [0.0, 0.0, 0.1], [-0.2, 0.0, 0.0], [0.1, 0.0, 0.0], [0.0, 0.0, 0.0], [0.0, 0.0, 0.0], [0.0, 0.0, 0.0], [0.1, 0.0, 0.1], [0.0, 0.0, 0.0], [0.0, 0.0, 0.0], [0.0, 0.0, 0.0], [0.0, 0.0, 0.0]], "lowdin_charge": [0.597, -0.051, -0.256, -0.178, -0.157, -0.197, -0.050, -0.264, -0.050, -0.099, -0.092, -0.114, -0.575, 0.690, -0.308, -0.031, -0.090, -0.090, -0.100, -0.607, 0.663, 0.074, 0.103, 0.078, 0.126, 0.121, 0.118, 0.133, 0.078, 0.085, 0.090, 0.108, 0.098, 0.101, 0.101, 0.105, 0.097, 0.100, 0.104, 0.093, -0.322, -0.031, -0.062, -0.295, -0.057, -0.023, 0.572, -0.304, -0.310, -0.234, -0.711, 1.158, -0.330, -0.214, -0.089, 0.084, 0.086, 0.108, 0.111, 0.094, 0.113, 0.065, 0.106, 0.102, -0.343, -0.058, -0.082, -0.312, -0.089, -0.055, 0.405, -0.408, -0.373, -0.363, 0.072, 0.035, 0.108, 0.116, 0.109, 0.072], "homo_energy_ev": [-4.81, -4.81], "spin_multiplicity": 2, "charge": -1}

=====

No. 3
{"formula": "C35H48CsN6O10P2S2", "method": "ωB97M-V with the def2-TZVPD basis set", "symbols": ["Cs", "O", "C", "C", "C", "C", "C", "C", "C", "O", "N", "N", "C", "C", "C", "C", "C", "C", "N", "H", "H", "H", "H", "H", "H", "H", "H", "H", "H", "C", "C", "C", "O", "P", "O", "C", "P", "O", "O", "C", "C", "C", "O", "C", "C", "C", "O", "C", "C", "C", "H", "H", "H", "H", "H", "H", "H", "H", "H", "H", "H", "H", "H", "H", "H", "H", "H", "H", "H", "H", "H", "H", "H", "H", "H", "H", "H", "H", "H", "H", "N", "C", "C", "C", "C", "C", "C", "S", "O", "O", "N", "C", "S", "C", "C", "N", "H", "H", "H", "H", "H", "H", "H", "H"], "coordinates": [[1.129126, 0.863253, 1.394742], [6.499779, 4.329750, 1.879422], [5.809297, 4.986897, 0.938311], [6.438544, 6.048500, 0.279725], [5.777470, 6.763340, -0.700031], [4.470059, 6.437033, -1.049131], [3.844395, 5.388166, -0.399544], [4.486310, 4.650834, 0.592690], [3.720381, 3.532182, 1.238991], [2.546864, 3.314379, 0.902927], [4.439012, 2.856940, 2.167751], [3.766340, 1.839367, 2.747745], [4.387435, 1.193124, 3.657692], [3.771748, 0.056978, 4.357156], [4.510498, -0.636014, 5.319146], [3.937713, -1.713713, 5.968575], [2.639671, -2.080170, 5.647890], [1.974917, -1.333496, 4.684769], [2.515095, -0.296301, 4.056549], [5.866614, 3.612453, 2.218881], [7.455826, 6.289486, 0.562114], [6.285101, 7.581759, -1.197481], [3.950607, 6.993517, -1.819122], [2.830442, 5.100641, -0.643427], [5.407394, 1.464623, 3.941809], [5.523551, -0.322888, 5.538998], [4.498656, -2.263699, 6.714588], [2.149505, -2.921155, 6.118592], [0.958456, -1.592458, 4.403104], [1.906499, -2.483708, -2.671698], [0.421764, -2.344604, -2.407883], [-0.397787, -3.477067, -2.989138], [-0.062520, -1.121243, -3.042772], [-0.054854, 0.222180, -2.177947], [1.168038, 0.500399, -1.417777], [-1.510368, 0.049764, -1.115878], [-2.095580, 1.506731, -0.230518], [-1.574546, 1.656944, 1.135745], [-1.754208, 2.688914, -1.223890], [-1.396665, 4.010504, -0.724675], [-2.508584, 4.963413, -1.112764], [-0.052065, 4.372403, -1.322237], [-3.684234, 1.443747, -0.327514], [-4.451418, 0.684253, 0.652079], [-5.542832, 1.603729, 1.156924], [-4.989134, -0.562618, -0.022325], [-0.316299, 1.317113, -3.281814], [-1.166247, 1.325820, -4.446587], [-2.536891, 0.717307, -4.207066], [-0.439087, 0.680626, -5.613482], [2.278553, -3.398280, -2.208984], [2.433946, -1.637924, -2.234514], [2.092481, -2.519079, -3.748122], [0.269225, -2.275166, -1.327176], [-0.230101, -3.546393, -4.066326], [-1.462583, -3.318279, -2.809680], [-0.104035, -4.420784, -2.526468], [-1.259930, -0.705977, -0.354786], [-2.337549, -0.344074, -1.704738], [-1.310821, 3.949979, 0.361501], [-2.600414, 5.001183, -2.200215], [-2.284502, 5.964257, -0.742100], [-3.459422, 4.633894, -0.692720], [-0.116129, 4.340834, -2.412814], [0.725238, 3.683274, -0.992974], [0.229854, 5.380336, -1.014472], [-3.786421, 0.395400, 1.465481], [-6.182658, 1.918645, 0.329599], [-5.111502, 2.488556, 1.624651], [-6.153489, 1.080283, 1.893765], [-5.619024, -0.293224, -0.873586], [-5.573347, -1.141123, 0.693460], [-4.164518, -1.194965, -0.349631], [-1.289362, 2.392200, -4.647152], [-2.450878, -0.355352, -4.025479], [-3.147081, 0.863252, -5.099455], [-3.037100, 1.199082, -3.367181], [-0.314408, -0.386798, -5.434864], [0.544067, 1.132379, -5.741044], [-1.017084, 0.827126, -6.527737], [-4.213564, -7.369402, -0.502037], [-3.672124, -6.226380, 0.102744], [-2.659436, -5.505909, -0.523960], [-2.091025, -4.404687, 0.096937], [-2.527807, -4.010026, 1.349078], [-3.529325, -4.729401, 1.987568], [-4.099335, -5.827845, 1.370374], [-1.871567, -2.556387, 2.154095], [-1.588820, -2.960117, 3.515816], [-2.874980, -1.531704, 1.972380], [-0.595160, -2.141818, 1.320906], [0.582683, -2.802279, 1.454241], [0.935485, -4.095181, 2.610426], [2.539616, -4.199523, 1.969647], [2.696945, -3.287121, 0.988967], [1.605340, -2.512570, 0.684719], [-4.136489, -7.378774, -1.506736], [-5.151488, -7.584486, -0.202672], [-2.309942, -5.815088, -1.503459], [-1.303987, -3.846057, -0.389479], [-3.851892, -4.420895, 2.973870], [-4.877478, -6.392126, 1.872367], [3.265236, -4.889262, 2.366876], [3.614304, -3.124162, 0.438867]], "forces_ev_per_a": [[0.4, -0.4, 0.6], [0.0, 0.0, 0.0], [0.0, 0.0, 0.0], [0.0, 0.0, 0.0], [0.0, 0.0, 0.0], [0.0, 0.0, 0.0], [0.1, 0.0, 0.0], [0.0, 0.0, 0.0], [-0.1, -0.2, 0.1], [0.1, 0.2, -0.1], [0.1, 0.1, 0.0], [0.0, 0.0, 0.0], [0.0, 0.0, 0.0], [0.0, 0.0, 0.0], [0.0, 0.1, 0.0], [-0.1, 0.0, 0.0], [0.1, 0.0, 0.0], [0.0, 0.0, 0.0], [0.0, 0.0, -0.1], [0.0, 0.0, 0.0], [0.0, 0.0, 0.0], [0.0, 0.0, 0.0], [0.0, 0.0, 0.0], [0.0, 0.0, 0.0], [0.0, 0.0, 0.0], [0.0, 0.0, 0.0], [0.0, 0.0, 0.0], [0.0, 0.0, 0.0], [0.0, 0.0, 0.0], [-0.1, 0.1, 0.0], [0.0, -0.1, 0.0], [0.0, 0.0, 0.0], [0.1, 0.0, 0.2], [-0.1, 0.0, -0.3], [-0.1, 0.0, -0.3], [0.0, -0.1, 0.0], [-0.3, 0.1, -0.1], [-0.3, 0.2, 0.0], [0.0, 0.0, 0.1], [0.1, 0.1, 0.0], [0.0, -0.1, 0.0], [-0.1, -0.1, -0.1], [0.1, 0.0, -0.1], [-0.1, 0.0, 0.1], [0.0, 0.0, 0.0], [0.1, 0.1, 0.0], [-0.1, -0.1, 0.0], [0.0, 0.0, -0.1], [0.1, 0.0, 0.0], [0.0, 0.0, 0.1], [0.0, 0.0, 0.0], [0.0, 0.0, 0.0], [0.0, 0.0, 0.0], [0.0, 0.1, 0.0], [0.0, 0.0, 0.0], [0.0, 0.0, 0.0], [0.0, 0.0, 0.0], [0.0, 0.0, 0.0], [0.0, 0.0, -0.1], [0.0, 0.0, 0.0], [0.0, 0.0, 0.0], [0.0, 0.0, 0.0], [0.0, 0.0, 0.0], [0.0, 0.0, 0.0], [0.0, 0.0, 0.0], [0.0, 0.0, 0.0], [0.0, 0.1, 0.0], [0.0, 0.0, 0.0], [0.0, 0.0, 0.0], [0.0, 0.0, 0.0], [0.0, 0.0, 0.0], [0.0, 0.0, 0.0], [0.0, 0.0, 0.0], [0.0, 0.0, 0.0], [0.0, 0.0, 0.0], [0.0, 0.0, 0.0], [0.0, 0.0, 0.0], [0.0, 0.0, 0.0], [0.0, 0.0, 0.0], [0.0, 0.0, 0.0], [0.0, 0.0, 0.0], [0.0, 0.0, 0.0], [0.0, 0.0, 0.0], [-0.1, 0.0, 0.0], [0.1, 0.1, 0.1], [0.0, 0.0, 0.0], [0.0, 0.0, 0.0], [0.2, -0.1, -0.2], [0.0, 0.0, 0.1], [0.0, 0.0, 0.0], [-0.2, 0.0, 0.1], [0.0, -0.1, 0.1], [0.1, 0.1, -0.1], [-0.1, 0.0, 0.1], [0.0, 0.1, -0.1], [0.1, 0.0, 0.1], [0.0, 0.0, 0.0], [0.0, 0.0, 0.0], [0.0, 0.0, 0.0], [0.0, 0.0, 0.0], [0.0, 0.0, 0.0], [0.0, 0.0, 0.0], [0.0, 0.0, 0.0], [0.0, 0.0, 0.0]], "lowdin_charge": [1.157, 0.019, -0.288, -0.035, -0.112, -0.112, -0.031, -0.072, -0.468, -0.170, -0.005, -0.037, -0.119, -0.274, -0.042, -0.082, -0.072, -0.147, 0.062, 0.055, 0.106, 0.092, 0.088, 0.093, 0.112, 0.103, 0.099, 0.100, 0.095, -0.041, -0.442, -0.048, -0.196, 0.454, -0.391, -0.215, 0.442, -0.410, -0.193, -0.424, -0.039, -0.028, -0.184, -0.448, -0.041, -0.047, -0.169, -0.421, -0.044, -0.044, 0.081, 0.076, 0.085, 0.095, 0.083, 0.078, 0.085, 0.050, 0.065, 0.133, 0.084, 0.083, 0.078, 0.087, 0.071, 0.088, 0.103, 0.081, 0.082, 0.084, 0.084, 0.087, 0.065, 0.141, 0.079, 0.086, 0.076, 0.073, 0.087, 0.081, 0.080, -0.329, -0.033, -0.058, -0.274, -0.056, -0.036, 0.534, -0.356, -0.315, -0.180, -0.740, 1.012, -0.425, -0.271, 0.011, 0.079, 0.079, 0.104, 0.085, 0.117, 0.106, 0.050, 0.100], "homo_energy_ev": -4.95, "spin_multiplicity": 1, "charge": -1}

=====

The evaluated energy relative to the best compared isomer or geometry (same formula, charge and spin) for the records listed, in turn: 0.0 3.2 0.0 kcal per mole.
The evaluated energy for the records listed, in turn: -841.2244 -4745.9000 -3943.0432 Eh.